No. 1
# C25H44InO2P2

A molecular structure, C25H44InO2P2 at a distorted geometry (ωB97M-V/def2-TZVPD, the Open Molecules 2025 dataset).

Cartesian coordinates (Å):
In  0.000  0.000  0.000
P  -3.816  -4.786  -4.596
P  -1.458  -5.850  -2.916
O  -1.800  -1.382  2.842
O  -1.681  0.324  1.290
C  -1.266  3.020  0.821
C  -3.125  -6.238  -3.655
C  2.165  0.973  -2.419
C  1.954  1.187  0.182
C  -1.622  -0.993  -1.059
C  -3.411  0.397  2.995
C  1.131  1.889  2.559
C  -5.623  -5.135  -4.378
C  -1.520  -6.989  -1.452
C  -0.971  -2.968  0.413
C  -0.470  -0.980  -1.881
C  0.161  -2.049  0.845
C  1.412  1.255  -1.154
C  -0.678  2.414  -2.249
C  -2.254  -0.264  2.330
C  -0.398  -6.868  -4.044
C  0.137  1.945  -1.083
C  1.307  -1.777  0.084
C  0.999  1.727  1.078
C  -3.591  -5.428  -6.323
C  -2.106  -2.235  -0.345
C  -0.122  2.223  0.283
C  1.573  -2.357  -1.290
C  0.346  -2.228  -2.207
C  3.328  0.713  0.537
H  -3.807  -6.520  -2.842
H  2.640  1.892  -2.787
H  -1.739  2.471  -1.996
H  -2.526  -5.441  -6.573
H  1.507  0.603  -3.209
H  -1.391  -3.437  1.307
H  1.352  2.934  2.816
H  -2.390  -0.245  -1.251
H  -0.538  -7.012  -0.969
H  -0.438  -0.214  -2.650
H  3.362  0.298  1.548
H  -0.421  -6.431  -5.047
H  0.669  -2.183  -3.253
H  1.891  -3.408  -1.199
H  2.417  -1.820  -1.735
H  -6.206  -4.425  -4.975
H  -2.869  -1.929  0.374
H  -3.658  1.354  2.489
H  -0.948  4.063  0.959
H  3.689  -0.047  -0.160
H  -0.292  -3.113  -2.122
H  0.198  1.601  3.053
H  -1.602  2.622  1.780
H  -5.883  -6.156  -4.682
H  -2.585  -2.921  -1.061
H  -2.116  3.011  0.134
H  -5.889  -5.000  -3.326
H  2.199  -1.501  0.641
H  4.029  1.556  0.500
H  -1.801  -8.011  -1.737
H  0.235  -1.880  1.914
H  2.954  0.234  -2.261
H  -3.149  0.611  4.053
H  -0.569  1.753  -3.113
H  -3.042  -7.090  -4.345
H  -4.295  -0.272  2.965
H  -2.245  -6.611  -0.724
H  -0.563  -3.780  -0.201
H  -4.094  -4.757  -7.027
H  -0.741  -7.908  -4.102
H  -3.999  -6.439  -6.442
H  0.636  -6.852  -3.685
H  1.936  1.265  2.956
H  -0.353  3.415  -2.563

Calculated values
Relative energy (zero: lowest compared OMol25 entry of this formula, charge and spin), eV: 0.6386
Charge: +1
Gap between HOMO and LUMO, eV: 6.92



No. 2
# C22H23N3O7P2RhS

A molecular structure, C22H23N3O7P2RhS at a distorted geometry (ωB97M-V/def2-TZVPD, the Open Molecules 2025 dataset).

Cartesian coordinates (Å):
Rh  1.332  -1.750  -0.139
S  -0.201  0.150  -1.319
P  2.217  -4.741  -0.539
P  3.581  -2.496  -1.650
O  1.641  -3.758  0.472
O  3.739  -1.559  -0.491
O  2.401  -2.297  -2.555
O  2.505  -6.116  -0.099
O  4.881  -2.510  -2.619
O  1.308  -4.740  -1.865
O  3.597  -4.029  -1.121
N  -0.846  -1.071  -0.369
N  -3.079  -0.387  -0.407
N  -1.356  -3.225  1.034
C  -3.577  3.224  -0.928
C  2.100  4.639  -0.872
C  2.788  0.943  1.340
C  -3.822  1.895  -0.619
C  -1.527  1.363  -1.098
C  0.502  3.647  1.152
C  -2.067  -1.266  -0.087
C  -2.806  -4.909  1.885
C  2.146  3.296  -0.538
C  1.335  2.766  0.470
C  -1.291  2.693  -1.408
C  -1.539  -4.388  1.634
C  1.250  0.432  -0.501
C  -2.312  3.628  -1.326
C  0.451  4.999  0.822
C  1.392  1.264  0.777
C  1.242  5.501  -0.196
C  -2.413  -2.530  0.644
C  0.351  0.861  1.822
C  -3.718  -2.955  0.855
C  -3.910  -4.174  1.494
C  -2.802  0.955  -0.711
H  2.014  0.583  -1.258
H  0.551  1.361  2.773
H  -2.916  -5.871  2.367
H  -2.113  4.664  -1.564
H  0.410  -0.217  1.976
H  -4.576  -2.387  0.521
H  1.201  6.551  -0.458
H  -0.295  2.996  -1.708
H  -0.632  -4.918  1.903
H  -3.989  -0.569  -0.023
H  3.566  1.114  0.595
H  -0.142  3.281  1.940
H  2.845  -0.111  1.612
H  5.620  -2.932  -2.168
H  -0.670  1.111  1.517
H  -4.381  3.944  -0.852
H  -4.912  -4.546  1.667
H  -4.811  1.580  -0.303
H  -0.220  5.655  1.363
H  1.426  -3.873  -2.314
H  2.735  5.015  -1.664
H  2.986  1.571  2.213
H  2.815  2.640  -1.080

Calculated values
Relative energy (zero: lowest compared OMol25 entry of this formula, charge and spin), eV: 1.4442
Charge: -1
Gap between HOMO and LUMO (alpha / beta), eV: 5.79 / 5.57



No. 3
# C2H3NOS2

A single C2H3NOS2 molecule at a distorted geometry (ωB97M-V/def2-TZVPD, the Open Molecules 2025 dataset).

Cartesian coordinates (Å):
S  1.182  0.637  -1.148
S  -1.006  1.788  0.822
O  -0.489  -0.903  0.199
N  1.897  -0.576  -0.292
C  -0.590  0.298  -0.265
C  1.184  -1.326  0.375
H  -1.355  0.583  -1.016
H  1.472  -2.295  0.818
H  -2.295  1.795  0.507

Calculated values
SMILES string: S[C@@H]1OC=NS1
Relative energy (zero: lowest compared OMol25 entry of this formula, charge and spin), eV: 2.7903
Gap between HOMO and LUMO, eV: 9.61



No. 4
# C3H6O2

A single C3H6O2 molecule at a distorted geometry (ωB97M-V/def2-TZVPD, the Open Molecules 2025 dataset).

Cartesian coordinates (Å):
O  -0.662  -1.017  -0.236
O  -1.958  0.846  0.233
C  0.508  -0.568  0.456
C  1.138  0.620  -0.286
C  -1.808  -0.271  -0.188
H  -2.610  -0.843  -0.619
H  1.261  -1.309  0.563
H  1.423  0.329  -1.295
H  2.085  0.904  0.161
H  0.180  -0.204  1.467
H  0.444  1.513  -0.256

Calculated values
SMILES string: CCOC=O
Relative energy (zero: lowest compared OMol25 entry of this formula, charge and spin), eV: 0.7542
Gap between HOMO and LUMO, eV: 11.79